Entry 1:
{
  "formula": "C20H24Cl3N5O3PRhS2",
  "method": "the ωB97M-V functional and the def2-TZVPD basis",
  "charge": 2,
  "gap_ev": 6.24,
  "symbols": ["Rh", "C", "C", "N", "N", "C", "S", "S", "C", "C", "C", "C", "C", "C", "C", "C", "C", "C", "C", "C", "C", "O", "H", "H", "H", "H", "H", "H", "H", "H", "H", "H", "H", "H", "H", "H", "N", "C", "P", "O", "O", "C", "N", "H", "H", "H", "H", "H", "H", "H", "H", "H", "H", "Cl", "C", "Cl", "Cl", "C", "N"],
  "xyz": [[-0.9417, -0.3114, -0.5350], [2.6765, 0.0955, 1.7625], [1.4241, 0.4623, 1.0234], [0.7421, -0.4990, 0.4550], [1.2439, -1.7849, 0.6005], [0.8319, -2.6328, -0.2693], [-0.4099, -2.2742, -1.4529], [1.5015, -4.2274, -0.3789], [2.9436, -4.1035, 0.7074], [3.9787, -3.0546, 0.3679], [4.8468, -2.6561, 1.3802], [5.8396, -1.7196, 1.1331], [5.9686, -1.1612, -0.1315], [5.1072, -1.5566, -1.1452], [4.1213, -2.5029, -0.8986], [1.0530, 1.8769, 0.9408], [2.0475, 2.8106, 1.3105], [1.8379, 4.1665, 1.3046], [0.5905, 4.6537, 0.9274], [-0.3999, 3.7779, 0.5460], [-0.1954, 2.3928, 0.5257], [-1.2179, 1.6349, 0.1000], [2.6608, -0.9462, 2.0533], [2.7989, 0.7290, 2.6361], [3.5433, 0.2271, 1.1074], [3.3724, -5.1065, 0.6394], [2.5908, -3.9715, 1.7295], [4.7516, -3.0886, 2.3701], [6.5161, -1.4312, 1.9270], [6.7459, -0.4353, -0.3297], [5.2124, -1.1398, -2.1385], [3.4658, -2.8142, -1.7031], [3.0252, 2.4532, 1.5924], [2.6337, 4.8410, 1.5850], [0.3995, 5.7186, 0.9151], [-1.3526, 4.1702, 0.2130], [-3.5807, 2.6566, -0.1931], [-4.4184, 1.4770, -0.5496], [-3.6736, 0.8395, -2.1041], [-3.3499, 2.0469, -2.9189], [-2.6431, -0.2072, -1.7690], [-4.9843, 0.0020, -3.1069], [-4.6703, 0.4057, -4.5223], [-3.5324, 3.2842, -1.0020], [-2.5492, 2.3068, 0.0027], [-3.9487, 3.1630, 0.6103], [-5.4501, 1.7920, -0.7011], [-4.3748, 0.7526, 0.2620], [-5.9673, 0.4030, -2.8650], [-4.9973, -1.0809, -3.0254], [-3.9545, -0.1967, -4.9330], [-4.2613, 1.3625, -4.4628], [-5.4873, 0.3889, -5.1330], [-3.2747, -3.9093, 2.6341], [-3.2224, -2.1757, 2.9065], [-4.8493, -1.4729, 2.8795], [-2.3836, -1.7728, 4.3974], [-2.4777, -1.5647, 1.7928], [-1.9025, -1.0929, 0.9304]],
  "lowdin_charge": [0.946, 0.003, -0.175, -0.122, -0.033, -1.068, 0.673, 0.951, -0.398, -0.300, -0.060, -0.078, -0.085, -0.072, -0.064, -0.090, -0.017, -0.053, -0.042, -0.018, -0.290, -0.265, 0.072, 0.098, 0.108, 0.094, 0.085, 0.121, 0.111, 0.108, 0.108, 0.098, 0.111, 0.119, 0.121, 0.104, 0.109, -0.177, 0.452, -0.306, -0.450, -0.152, 0.149, 0.141, 0.076, 0.167, 0.112, 0.093, 0.111, 0.114, 0.176, 0.134, 0.175, 0.694, -1.617, 0.652, 0.690, -0.254, 0.110]
}

Entry 2:
{
  "formula": "C20H24ClN3O6S",
  "method": "the ωB97M-V functional and the def2-TZVPD basis",
  "gap_ev": 8.83,
  "smiles": "O=C(CN(C[C@@H]1CCCO1)C(=O)CNS(=O)(=O)c1ccc(Cl)cc1)NCc1ccco1",
  "symbols": ["O", "C", "N", "H", "C", "C", "C", "C", "C", "O", "H", "H", "H", "H", "H", "C", "N", "C", "O", "C", "N", "S", "O", "O", "C", "C", "C", "C", "C", "C", "H", "H", "Cl", "H", "H", "H", "H", "H", "C", "H", "H", "C", "C", "H", "H", "C", "H", "H", "C", "H", "H", "O", "H", "H", "H"],
  "xyz": [[-0.5306, 2.6470, -3.1026], [-0.8088, 2.0596, -2.0745], [-0.1530, 2.2022, -0.9165], [-0.3527, 1.5879, -0.1348], [1.0095, 3.0564, -0.7775], [0.9946, 3.7388, 0.5494], [0.9259, 3.2215, 1.8102], [0.9226, 4.3323, 2.6893], [0.9906, 5.4357, 1.8972], [1.0310, 5.0867, 0.6001], [1.0184, 6.4828, 2.1240], [0.8779, 4.3082, 3.7587], [0.8773, 2.1826, 2.0668], [1.9243, 2.4553, -0.8749], [0.9825, 3.7942, -1.5833], [-1.9787, 1.0731, -1.9968], [-1.5434, -0.2724, -1.6662], [-1.9972, -0.8337, -0.5244], [-2.8044, -0.2719, 0.1965], [-1.5381, -2.2561, -0.1742], [-0.1642, -2.3860, 0.2606], [0.3724, -1.2553, 1.3613], [1.7720, -1.4899, 1.5384], [-0.0163, 0.0802, 0.9676], [-0.5253, -1.7159, 2.8288], [-1.7692, -1.1677, 3.0787], [-2.4640, -1.5591, 4.2111], [-1.8948, -2.4898, 5.0700], [-0.6426, -3.0360, 4.8152], [0.0445, -2.6426, 3.6809], [1.0218, -3.0322, 3.4460], [-0.2184, -3.7555, 5.4974], [-2.7556, -2.9779, 6.4798], [-3.4373, -1.1477, 4.4261], [-2.1875, -0.4525, 2.3866], [0.5153, -2.5094, -0.4817], [-1.7081, -2.9330, -1.0136], [-2.1753, -2.5745, 0.6586], [-0.6130, -0.8756, -2.5906], [-0.7868, -0.4172, -3.5671], [-0.8183, -1.9463, -2.6792], [0.8787, -0.7148, -2.1914], [1.7150, 0.0575, -3.2164], [2.5577, 0.5351, -2.7154], [1.1407, 0.8208, -3.7348], [2.2215, -1.0612, -4.1230], [3.1238, -0.7953, -4.6672], [1.4499, -1.3577, -4.8344], [2.4637, -2.1723, -3.1052], [2.3710, -3.1776, -3.5220], [3.4521, -2.0686, -2.6398], [1.4644, -2.0153, -2.1058], [0.9300, -0.2540, -1.1992], [-2.6787, 1.3898, -1.2202], [-2.4865, 1.0676, -2.9668]],
  "lowdin_charge": [0.053, -0.487, 0.098, 0.099, -0.074, -0.256, -0.019, -0.060, -0.125, 0.054, 0.117, 0.099, 0.096, 0.131, 0.134, -0.035, -0.041, -0.459, 0.043, -0.118, -0.091, 0.684, -0.267, -0.307, -0.269, -0.042, -0.077, -0.665, -0.086, -0.043, 0.118, 0.109, 0.695, 0.112, 0.103, 0.080, 0.132, 0.125, -0.061, 0.139, 0.130, -0.290, -0.118, 0.122, 0.109, -0.141, 0.116, 0.116, -0.175, 0.123, 0.126, -0.146, 0.121, 0.131, 0.138]
}

Entry 3:
{
  "formula": "C20H24ClN3OS2",
  "method": "the ωB97M-V functional and the def2-TZVPD basis",
  "gap_ev": 8.47,
  "smiles": "COCCNC(=S)N(CCc1c(C)[nH]c2ccc(Cl)cc12)Cc1cccs1",
  "symbols": ["C", "H", "O", "C", "C", "N", "C", "N", "C", "H", "H", "C", "C", "C", "N", "C", "C", "C", "C", "C", "C", "H", "Cl", "H", "H", "H", "C", "H", "H", "H", "H", "H", "C", "C", "C", "C", "C", "S", "H", "H", "H", "H", "H", "S", "H", "H", "H", "H", "H", "H", "H"],
  "xyz": [[4.0951, 1.5908, 0.8426], [3.5986, 0.8483, 1.5392], [3.0257, 1.9414, -0.0186], [2.2233, 2.9434, 0.5347], [1.1379, 2.2668, 1.1246], [0.2196, 1.8277, 0.4135], [-1.0945, 1.8737, 0.7371], [-1.8886, 0.9886, -0.2897], [-1.3994, 0.6219, -1.5819], [-2.3735, 0.7902, -2.2515], [-0.6286, 1.2877, -1.7285], [-0.8062, -0.8647, -1.6104], [0.4027, -0.8951, -1.2477], [1.6113, -0.7720, -1.5819], [2.6847, -1.1043, -0.9049], [2.1792, -1.2706, 0.4669], [2.7066, -1.6223, 1.4991], [1.9953, -1.9617, 2.6884], [0.5138, -2.1511, 2.6027], [-0.0454, -1.6041, 1.5219], [0.7909, -1.4026, 0.2346], [-1.0364, -1.5490, 1.5448], [-0.3432, -2.4315, 4.0957], [2.4650, -2.2404, 3.7676], [3.9224, -2.0854, 1.6127], [3.5512, -0.9731, -1.0211], [1.8958, -0.1358, -3.1821], [1.0121, -0.3244, -3.5394], [2.4462, 0.8516, -2.9507], [2.5675, -0.8659, -3.5266], [-0.9148, -1.1562, -2.6219], [-1.5857, -1.4750, -1.1995], [-3.4046, 1.0316, 0.0210], [-3.9431, -0.2360, -0.3072], [-4.6423, -0.7367, -1.3007], [-5.0802, -2.2573, -0.9233], [-4.6296, -2.7964, -0.0312], [-3.8126, -1.3492, 1.2203], [-4.7679, -3.6685, 0.5068], [-5.5174, -2.6774, -1.6623], [-5.0314, -0.0553, -2.0721], [-3.7609, 1.8923, -0.5066], [-3.4734, 1.4850, 0.9896], [-1.7104, 2.4148, 2.0397], [0.6976, 1.0629, -0.2833], [0.4857, 2.9837, 1.9356], [1.4638, 1.5538, 1.9443], [1.6808, 3.6477, -0.3094], [2.8407, 3.4765, 1.2472], [4.9720, 1.0021, 0.2419], [4.7046, 2.2799, 1.2802]],
  "lowdin_charge": [-0.105, 0.086, -0.200, -0.227, -0.438, -0.048, -0.767, -0.093, -0.120, 0.164, 0.081, -0.159, -0.256, -0.267, 0.199, -0.288, -0.143, -0.072, -0.664, -0.030, 0.069, -0.008, 0.643, 0.137, 0.205, 0.058, 0.083, -0.017, 0.109, 0.038, 0.122, 0.128, -0.267, -0.534, -0.025, -0.215, -0.221, 0.881, 0.058, 0.051, 0.115, 0.117, 0.010, 0.844, 0.201, 0.124, 0.158, 0.190, 0.120, 0.135, 0.040]
}

Entry 4:
{
  "formula": "C20H24FN3O",
  "method": "the ωB97M-V functional and the def2-TZVPD basis",
  "gap_ev": 8.26,
  "smiles": "C[C@H](C(=O)NCc1ccccc1)N1CCN(c2ccc(F)cc2)CC1",
  "symbols": ["C", "H", "H", "H", "C", "N", "C", "C", "N", "C", "C", "C", "C", "C", "C", "H", "H", "F", "H", "H", "C", "C", "H", "H", "H", "H", "H", "H", "H", "H", "C", "O", "N", "H", "C", "C", "C", "C", "C", "C", "C", "H", "H", "H", "H", "H", "H", "H", "H"],
  "xyz": [[1.8051, 1.6603, -3.0408], [2.5340, 2.3326, -2.5959], [2.2443, 1.1969, -3.9208], [0.9373, 2.2333, -3.3567], [1.4117, 0.5862, -2.0214], [1.1988, 1.1522, -0.7009], [0.1794, 2.1828, -0.5817], [0.3267, 2.8345, 0.7909], [0.1381, 1.8475, 1.8332], [-0.3302, 2.2318, 3.0775], [0.2344, 1.7640, 4.2700], [-0.2929, 2.1139, 5.4986], [-1.3914, 2.9482, 5.5496], [-1.9773, 3.4306, 4.3935], [-1.4512, 3.0685, 3.1718], [-1.9326, 3.4233, 2.2742], [-2.8417, 4.0728, 4.4578], [-1.9059, 3.3004, 6.7536], [0.1503, 1.7530, 6.4137], [1.1077, 1.1321, 4.2496], [1.0947, 0.7737, 1.7061], [0.9645, 0.1452, 0.3168], [1.7111, -0.6473, 0.2140], [-0.0390, -0.3002, 0.2226], [0.8816, 0.0062, 2.4511], [2.1274, 1.1346, 1.8388], [-0.3971, 3.6400, 0.8969], [1.3397, 3.2641, 0.8657], [0.3366, 2.9389, -1.3499], [-0.8325, 1.7689, -0.6853], [0.2194, -0.2071, -2.5812], [-0.9353, -0.0215, -2.2570], [0.5763, -1.1299, -3.5029], [1.5512, -1.2945, -3.6967], [-0.3766, -2.0312, -4.1197], [-0.1265, -3.4570, -3.7048], [0.1053, -4.4504, -4.6453], [0.3477, -5.7531, -4.2437], [0.3690, -6.0718, -2.8971], [0.1424, -5.0844, -1.9521], [-0.1050, -3.7850, -2.3539], [-0.2895, -3.0131, -1.6206], [0.1552, -5.3293, -0.9003], [0.5607, -7.0873, -2.5840], [0.5230, -6.5196, -4.9842], [0.0903, -4.2053, -5.6981], [-1.3631, -1.7006, -3.7791], [-0.3238, -1.9332, -5.2089], [2.2572, -0.1074, -1.9085]],
  "lowdin_charge": [-0.036, 0.087, 0.075, 0.082, -0.294, -0.127, -0.159, -0.139, -0.107, -0.229, -0.022, -0.015, -0.289, -0.013, -0.018, 0.107, 0.117, 0.040, 0.116, 0.100, -0.158, -0.165, 0.126, 0.129, 0.120, 0.131, 0.111, 0.131, 0.117, 0.123, -0.463, 0.068, 0.074, 0.147, -0.125, -0.215, -0.049, -0.088, -0.094, -0.081, -0.036, 0.113, 0.103, 0.100, 0.101, 0.107, 0.129, 0.123, 0.144]
}

What did we get for energy above the lowest of the compared OMol25 structures with the same formula, charge and spin? Answer: 0.0000, 0.1638, 17.2307, 0.7913 eV, in the order shown.
What did we get for M? Answer: 686.82, 469.95, 422.02, 341.43 u, in the order shown.
What did we get for maximum force? Answer: 0.15, 0.90, 19.31, 0.57 eV Å⁻¹, in the order shown.